(1)
{"formula": "C5H6N2O2S2", "method": "the ωB97M-V functional and the def2-TZVPD basis", "symbols": ["H", "C", "S", "O", "N", "N", "H", "H", "H", "H", "C", "C", "S", "H", "C", "O", "C"], "xyz": [[1.977, 2.360, 1.744], [-0.970, -1.404, 0.149], [1.132, 0.340, -1.450], [-4.618, 1.119, 0.032], [-3.394, 1.128, -0.159], [-2.808, -0.057, 0.025], [0.874, 0.512, 2.178], [-1.275, 0.062, -1.460], [1.870, 1.225, -1.924], [-1.369, -2.309, 0.335], [-1.741, -0.419, -0.535], [0.011, -1.177, 1.039], [1.441, 2.604, 0.449], [0.367, -1.922, 1.756], [0.733, 0.065, 1.200], [-2.697, 2.103, -0.204], [1.064, 0.886, 0.228]], "nbo_charge": [0.143, -0.276, 0.062, -0.381, 0.603, -0.280, 0.223, 0.210, 0.122, 0.236, 0.164, -0.133, 0.054, 0.220, -0.323, -0.369, -0.272], "e_above_lowest_ev": 6.034, "largest_force_ev_per_a": 3.57, "total_charge": 0, "homo_lumo_gap_ha": 0.299, "smiles": "O=[N+]([O-])/N=C/C=C\\C=C(S)S", "spin_multiplicity": 1}

***

(2)
{"formula": "C5H6N2O3", "method": "the ωB97M-V functional and the def2-TZVPD basis", "symbols": ["H", "H", "O", "H", "N", "N", "C", "C", "O", "C", "H", "C", "O", "H", "C", "H"], "xyz": [[-1.761, 0.507, -0.888], [-2.406, -1.079, 2.913], [-3.524, 0.242, 1.781], [-0.451, 0.847, 3.127], [1.058, 2.195, 0.274], [-1.943, 0.441, 0.122], [-2.505, 0.009, 2.763], [-3.248, 0.246, 0.473], [2.859, 0.007, -0.193], [0.239, 1.410, 0.555], [2.840, 1.027, -0.114], [-0.964, 0.787, 1.063], [-4.138, 0.089, -0.337], [2.693, -0.352, 0.685], [-1.196, 0.610, 2.370], [-2.884, 0.445, 3.694]], "nbo_charge": [0.441, 0.198, -0.486, 0.242, -0.295, -0.632, -0.104, 0.887, -0.956, 0.277, 0.491, 0.050, -0.586, 0.464, -0.210, 0.218], "e_above_lowest_ev": 0.821, "largest_force_ev_per_a": 2.64, "total_charge": 0, "homo_lumo_gap_ha": 0.353, "smiles": "N#CC1=CCOC(=O)N1.O", "spin_multiplicity": 1}

***

(3)
{"formula": "C5H6N2S", "method": "the ωB97M-V functional and the def2-TZVPD basis", "symbols": ["C", "S", "C", "H", "H", "N", "C", "H", "C", "H", "C", "N", "H", "H"], "xyz": [[0.464, -2.065, 0.468], [0.183, -0.975, 1.949], [-1.062, 0.832, -1.397], [0.725, -1.724, -1.737], [-0.845, 1.142, 1.740], [0.936, 1.700, -0.167], [-0.805, 0.252, 1.010], [1.248, 1.826, 0.818], [-0.223, 0.890, -0.303], [1.575, 1.692, -0.943], [0.402, -1.595, -0.750], [-1.823, 1.055, -2.247], [1.040, -2.891, 0.727], [-1.815, -0.139, 0.832]], "nbo_charge": [-0.417, 0.209, 0.190, 0.208, 0.231, -0.794, -0.569, 0.409, 0.148, 0.410, -0.206, -0.294, 0.225, 0.251], "e_above_lowest_ev": 5.265, "largest_force_ev_per_a": 5.40, "total_charge": 0, "homo_lumo_gap_ha": [0.255, 0.255], "spin_multiplicity": 1}

***

(4)
{"formula": "C5H6N2S", "method": "the ωB97M-V functional and the def2-TZVPD basis", "symbols": ["C", "H", "C", "N", "H", "H", "H", "H", "C", "C", "H", "C", "N", "S"], "xyz": [[-1.387, 1.067, -1.804], [1.670, 0.742, 2.273], [0.234, -1.290, 0.186], [-0.922, 0.018, -1.291], [1.371, -1.934, 1.867], [-1.794, -0.546, -3.085], [0.071, 1.857, 0.406], [0.017, -2.162, -0.320], [0.968, -1.172, 1.336], [0.395, 0.897, 0.638], [-1.198, 2.010, -1.388], [1.140, 0.172, 1.571], [-0.134, -0.075, -0.208], [-2.285, 0.691, -3.221]], "nbo_charge": [-0.094, 0.219, -0.031, -0.276, 0.214, 0.163, 0.202, 0.215, -0.295, -0.122, 0.194, -0.262, -0.172, 0.043], "e_above_lowest_ev": 2.886, "largest_force_ev_per_a": 3.46, "total_charge": 0, "homo_lumo_gap_ha": 0.340, "smiles": "S/C=N/n1cccc1", "spin_multiplicity": 1}